1.
# ClH2O2PS2

The molecule ClH2O2PS2 at a distorted geometry (ωB97M-V/def2-TZVPD, OMol25).

Values from the calculation:
Structure (SMILES) ... OP(O)(=S)SCl
E_tot ... -47610.7937 eV
Gap between HOMO and LUMO ... 8.271 eV
Highest occupied orbital energy ... -0.33552 Eh
ΔE to the lowest compared entry with this formula, charge and spin ... 12.3 kcal/mol

Each line ends with the natural charge from an NBO analysis.
Geometry (Å):
O  1.4142  -0.1971  -0.7596  -0.98
O  -0.0103  1.4626  0.3850  -0.95
P  0.1856  -0.2083  0.2814  1.54
S  -1.5607  -0.8259  -0.7510  -0.03
S  0.5123  -1.1852  1.9676  -0.51
Cl  -3.0998  0.3151  -0.2005  -0.09
H  1.7700  -1.0737  -0.8090  0.52
H  0.7887  1.7125  -0.1138  0.50


2.
# ClH2O3P

A cluster of 2 separate species, ClH2O3P in total at a distorted geometry (ωB97M-V/def2-TZVPD, OMol25).

Values from the calculation:
E_tot ... -27982.9221 eV
Gap between HOMO and LUMO (spin up / spin down) ... 7.233 / 6.010 eV
Highest occupied orbital energy (spin up / spin down) ... -0.31686 / -0.28993 Eh
ΔE to the lowest compared entry with this formula, charge and spin ... 130.5 kcal/mol

Each line ends with the natural charge from an NBO analysis.
Geometry (Å):
O  -0.6362  -1.3708  0.3997  -1.01
O  -0.3648  0.2450  -1.4592  -1.03
O  0.6422  2.3575  0.8309  -0.75
P  -1.1618  0.0543  -0.0834  1.54
Cl  1.5045  2.1592  -0.5219  0.19
H  -1.0085  -1.8584  1.1841  0.54
H  0.4129  0.7629  -1.7223  0.53


3.
# ClH2OPS

A cluster of 2 separate species, ClH2OPS in total at a distorted geometry (ωB97M-V/def2-TZVPD, OMol25).

Values from the calculation:
Structure (SMILES) ... O=PS.Cl
E_tot ... -34726.5902 eV
Gap between HOMO and LUMO ... 9.065 eV
Highest occupied orbital energy ... -0.36755 Eh
ΔE to the lowest compared entry with this formula, charge and spin ... 32.2 kcal/mol

Each line ends with the natural charge from an NBO analysis.
Geometry (Å):
O  0.7450  -1.7136  0.4355  -0.99
P  0.8059  -0.3015  0.5032  1.26
S  2.6751  0.3013  -0.5342  -0.42
Cl  -3.5478  -0.0192  -0.2692  -0.27
H  -2.8297  0.2176  0.8145  0.27
H  2.1515  1.5155  -0.9497  0.15


4.
# ClH34O21

A cluster of 18 separate species, ClH34O21 in total at a distorted geometry (ωB97M-V/def2-TZVPD, OMol25).

Values from the calculation:
Total charge ... -1
E_tot ... -56066.9315 eV
Gap between HOMO and LUMO ... 8.848 eV
Highest occupied orbital energy ... -0.25854 Eh
ΔE to the lowest compared entry with this formula, charge and spin ... 32.0 kcal/mol

Each line ends with the natural charge from an NBO analysis.
Geometry (Å):
Cl  -0.1991  0.0199  0.0771  2.44
O  0.7079  -0.9531  0.7541  -0.88
O  -0.5441  -0.4761  -1.2849  -0.81
O  -1.4621  0.1999  0.9031  -0.82
O  0.4769  1.3899  -0.0079  -0.85
O  0.3239  -3.4971  -0.5089  -0.94
H  1.0779  -4.0381  -0.4149  0.46
H  0.6849  -2.6241  -0.2959  0.47
O  1.8409  2.2879  -2.6569  -0.93
H  2.5819  1.7359  -2.6589  0.45
H  1.3079  1.9189  -1.9529  0.48
O  -3.9591  -0.9771  2.0541  -0.94
H  -4.6111  -1.5341  1.7311  0.45
H  -3.3001  -0.9881  1.3461  0.48
O  -1.2341  3.1639  -1.8309  -0.97
H  -1.3671  2.5819  -2.5819  0.50
H  -1.0901  2.6149  -1.0969  0.46
O  2.6969  -2.6301  1.4981  -0.97
H  3.1749  -2.7601  0.6871  0.46
H  2.0489  -1.8941  1.2891  0.50
O  -2.1051  -2.5811  1.0511  -0.95
H  -2.3221  -2.6771  0.1231  0.48
H  -1.4911  -1.8351  1.1051  0.47
O  -2.0681  -2.5081  -2.3359  -0.97
H  -1.5301  -1.8661  -1.8919  0.48
H  -1.4721  -2.8941  -3.0169  0.48
O  -2.3261  1.4309  3.4901  -0.96
H  -1.6701  1.0999  2.8961  0.49
H  -2.7071  0.7499  4.0031  0.47
O  3.1869  0.7809  0.0641  -0.95
H  3.9689  0.7639  0.6341  0.47
H  2.5599  1.1339  0.7011  0.50
O  -0.3371  -1.7531  3.2781  -0.94
H  0.1089  -1.1031  2.7471  0.47
H  -0.0241  -2.5301  2.8141  0.47
O  0.3129  -1.0171  -4.0569  -1.00
H  0.6269  -1.0701  -3.0919  0.52
H  1.0829  -1.0631  -4.6749  0.48
O  -1.4651  1.2059  -3.8579  -0.95
H  -0.7831  0.6139  -3.9709  0.49
H  -2.1471  0.5679  -3.9149  0.47
O  -3.0211  2.2539  0.0401  -0.95
H  -3.1661  2.5999  0.9181  0.47
H  -2.4101  1.5609  0.3011  0.47
O  2.5019  -0.7891  -2.1569  -0.98
H  3.3579  -0.6091  -2.5579  0.47
H  2.4849  -0.2771  -1.3379  0.50
O  2.1739  -0.0721  3.0341  -0.99
H  1.9039  -0.6751  3.8031  0.51
H  3.0699  -0.3131  2.7461  0.49
O  1.0529  3.9039  0.0401  -0.98
H  0.4229  4.2339  -0.6029  0.49
H  0.9309  2.9469  0.1771  0.48
O  0.3499  2.1029  2.6851  -0.96
H  0.8879  1.3189  2.6441  0.48
H  0.9039  2.8219  3.1231  0.48


5.
# ClH3N2OS

A cluster of 2 separate species, ClH3N2OS in total at a distorted geometry (ωB97M-V/def2-TZVPD, OMol25).

Values from the calculation:
Structure (SMILES) ... N=S(=N)=O.Cl
E_tot ... -28431.4777 eV
Gap between HOMO and LUMO ... 10.906 eV
Highest occupied orbital energy ... -0.40955 Eh
ΔE to the lowest compared entry with this formula, charge and spin ... 24.7 kcal/mol

Each line ends with the natural charge from an NBO analysis.
Geometry (Å):
N  0.4324  -0.6408  -0.6917  -1.01
N  2.7371  0.5184  -0.1053  -1.02
O  2.2196  -2.0097  0.2637  -0.86
S  1.8331  -0.7149  -0.2617  2.13
Cl  -3.9857  -0.8679  0.0138  -0.25
H  0.2668  0.2886  -0.9716  0.38
H  3.5007  0.1779  0.3978  0.38
H  -5.0141  -0.5849  -0.5938  0.25


6.
# ClH3N2S

The molecule ClH3N2S at a distorted geometry (ωB97M-V/def2-TZVPD, OMol25).

Values from the calculation:
E_tot ... -26384.4851 eV
Gap between HOMO and LUMO ... 9.539 eV
Highest occupied orbital energy ... -0.35144 Eh
ΔE to the lowest compared entry with this formula, charge and spin ... 14.3 kcal/mol

Each line ends with the natural charge from an NBO analysis.
Geometry (Å):
N  0.3276  1.3160  0.2957  -1.05
N  0.6258  -1.0190  -0.0939  -1.05
S  -0.2740  0.2145  -0.6024  1.31
Cl  -2.4090  -0.1860  0.0364  -0.45
H  0.2231  2.4156  -0.2654  0.39
H  1.3374  -0.7351  0.6026  0.43
H  0.1690  -2.0061  0.0270  0.43


7.
# ClH3NP

The molecule ClH3NP at a distorted geometry (ωB97M-V/def2-TZVPD, OMol25).

Values from the calculation:
Structure (SMILES) ... NPCl
E_tot ... -23349.6758 eV
Gap between HOMO and LUMO ... 10.150 eV
Highest occupied orbital energy ... -0.35204 Eh
ΔE to the lowest compared entry with this formula, charge and spin ... 15.8 kcal/mol

Each line ends with the natural charge from an NBO analysis.
Geometry (Å):
N  0.6983  0.6035  0.0829  -1.03
P  -0.5653  -0.8416  0.2177  0.71
Cl  -2.0026  0.4629  -0.2476  -0.29
H  0.8283  0.9665  1.0263  0.36
H  1.4628  -0.0538  -0.0113  0.34
H  -0.4216  -1.1375  -1.0681  -0.08


8.
# ClH3P4S

The molecule ClH3P4S at a distorted geometry (ωB97M-V/def2-TZVPD, OMol25).

Values from the calculation:
Structure (SMILES) ... [PH2]#P=[PH]=P(=S)Cl
E_tot ... -60560.1405 eV
Gap between HOMO and LUMO (spin up / spin down) ... 6.064 / 6.197 eV
Highest occupied orbital energy (spin up / spin down) ... -0.29761 / -0.29843 Eh
ΔE to the lowest compared entry with this formula, charge and spin ... 15.1 kcal/mol

Each line ends with the natural charge from an NBO analysis.
Geometry (Å):
P  1.7369  1.1054  -0.2184  0.51
P  -1.6117  0.2547  0.5008  0.07
P  1.1371  -0.8485  0.8201  -0.03
P  -0.3043  -1.0772  -0.6836  0.21
S  0.5770  2.2659  0.8079  -0.43
Cl  1.0819  0.8883  -2.2725  -0.35
H  -1.7294  -0.8678  1.3081  0.02
H  -2.7565  -0.0083  -0.2162  0.00
H  1.8692  -1.7124  -0.0461  -0.01


9.
# ClH4N2OP

The molecule ClH4N2OP at a distorted geometry (ωB97M-V/def2-TZVPD, OMol25).

Values from the calculation:
Structure (SMILES) ... NP(N)OCl
E_tot ... -26902.5879 eV
Gap between HOMO and LUMO ... 9.156 eV
Highest occupied orbital energy ... -0.33077 Eh
ΔE to the lowest compared entry with this formula, charge and spin ... 87.3 kcal/mol

Each line ends with the natural charge from an NBO analysis.
Geometry (Å):
N  -1.3792  -0.3588  0.2264  -1.12
N  1.0191  0.5066  -0.2438  -1.19
O  -0.1036  0.7761  2.2823  -0.77
P  -0.3641  1.0657  0.4896  1.33
Cl  1.3369  -0.0098  2.6019  0.22
H  -2.3246  -0.1680  0.3970  0.37
H  -1.3512  -0.4279  -0.8148  0.37
H  1.6765  0.3595  0.5484  0.40
H  1.3066  1.3221  -0.8724  0.40


10.
# ClH4N2OPS

A cluster of 2 separate species, ClH4N2OPS in total at a distorted geometry (ωB97M-V/def2-TZVPD, OMol25).

Values from the calculation:
E_tot ... -37737.9794 eV
Gap between HOMO and LUMO (spin up / spin down) ... 7.139 / 7.503 eV
Highest occupied orbital energy (spin up / spin down) ... -0.29769 / -0.29322 Eh
ΔE to the lowest compared entry with this formula, charge and spin ... 53.6 kcal/mol

Each line ends with the natural charge from an NBO analysis.
Geometry (Å):
N  -0.2817  -1.2562  1.0587  -0.55
N  -0.3771  -0.3392  0.1143  -0.45
O  2.0229  -0.0451  -1.7933  -0.98
P  1.9446  0.4391  -0.2381  1.16
S  3.1412  1.9841  -0.0313  -0.50
Cl  2.4965  -1.1027  0.9284  -0.27
H  -0.4496  -2.1984  0.7710  0.38
H  -0.5192  -1.0623  2.0461  0.37
H  -0.6096  0.5484  0.6690  0.35
H  1.2403  -0.3026  -2.1645  0.50